This record from the Open Molecules 2025 dataset describes C17H21N5OS in the gas phase. The level of theory is ωB97M-V/def2-TZVPD.

XYZ file:
```
45
Properties=species:S:1:pos:R:3:forces:R:3
S 0.586 1.350 -3.825 -0.3413 0.9729 0.1547
O -1.059 5.716 -4.564 0.4578 0.7755 0.6001
N -1.977 1.404 -3.833 -0.7126 -0.1786 0.0452
N -1.732 -1.390 5.013 -0.2906 -4.0051 -3.2712
N -1.659 0.414 6.266 -0.9342 -0.5244 0.8785
N 1.029 -1.060 -1.282 0.2702 2.4116 -0.5805
N -1.257 3.588 -4.315 4.3130 -3.1565 1.3363
C -0.250 -0.096 -3.332 0.6359 -0.4725 1.2403
C 0.628 -2.653 2.371 1.2842 0.3465 -2.5802
C 0.331 -1.337 -2.554 -0.9316 0.9657 1.0544
C 1.287 -3.035 0.129 -0.0789 -0.1277 -2.4398
C 0.853 -0.922 4.038 0.2028 1.7435 0.7162
C 0.097 -1.885 3.469 -2.4932 -2.4210 0.7908
C 0.339 -0.264 -0.206 0.7960 -1.1059 -2.2024
C -1.174 -2.212 4.044 1.1691 2.6443 0.2673
C -1.039 -0.339 5.314 -1.0782 0.3521 1.6379
C -1.563 0.153 -3.452 -1.2916 -0.8018 0.5552
C 0.225 -0.112 4.950 3.2108 2.3836 -0.1499
C -0.997 2.203 -4.016 1.1153 0.7339 0.0602
C 2.012 -1.981 -0.719 -0.8288 0.3983 -0.7440
C 1.017 4.867 -3.895 -1.1724 0.9901 0.2956
C -0.435 4.734 -4.198 -2.7622 0.6971 -2.1485
C 0.432 -2.357 1.053 -2.0322 1.3489 3.1127
C -0.567 -1.254 0.474 1.3887 -1.3849 2.2713
H 1.357 5.845 -4.216 -0.3210 0.0530 -0.4348
H -1.336 -1.791 -0.083 0.1105 0.4956 -0.6081
H -2.324 -0.589 -3.139 0.4800 0.6151 -0.3454
H 1.148 0.106 0.467 -0.7663 -0.2779 -0.2513
H 1.078 -1.787 -3.157 0.4431 -0.9091 -0.7353
H -1.041 -0.729 1.283 -0.5159 -0.1329 0.7005
H -0.567 -2.011 -2.384 0.8627 0.4802 -0.5524
H 2.050 -3.525 0.674 0.4774 -1.3517 0.3261
H 1.552 -3.260 2.510 -0.9719 0.1286 0.4314
H 1.154 4.901 -2.853 0.2691 -0.4663 1.5563
H -1.623 1.410 6.309 -0.0884 0.2318 -0.1277
H 2.628 -2.420 -1.520 -0.1941 0.1007 0.2504
H 0.582 -3.684 -0.464 1.2694 0.1273 -0.0157
H 1.867 -0.738 3.728 0.2225 0.0336 -0.1172
H 1.591 4.136 -4.333 1.4045 -1.8469 -0.8296
H -0.168 0.612 -0.638 0.0340 -0.3376 0.0252
H -2.214 3.711 -4.447 -1.6606 0.8347 -0.3538
H 2.670 -1.375 -0.046 -0.3021 -0.5384 -0.4737
H -2.520 -0.109 6.414 -0.2533 1.2020 0.5090
H -1.680 -3.040 3.559 -0.4823 0.0542 0.6994
H 0.669 0.807 5.408 0.0870 -1.0816 -0.5537
```
Forces are in eV/Å.

Values from the calculation:
Gap between HOMO and LUMO (eV): 8.47
Lowest unoccupied orbital energy (eV): 0.487
Spin multiplicity: 1
Relative energy (zero: lowest compared OMol25 entry of this formula, charge and spin) (kJ/mol): 247.9
HOMO energy (eV): -7.99

Atom charges from the Löwdin analysis, given in e for atoms 1 to 5:
1. S 1.0310
2. O 0.0488
3. N 0.0374
4. N 0.1146
5. N 0.1093


This record from the Open Molecules 2025 dataset describes C17H21NO7S as an isolated structure. The level of theory is ωB97M-V/def2-TZVPD.

XYZ file:
```
47
Properties=species:S:1:pos:R:3:forces:R:3
S -4.122 -0.102 -0.568 -3.4960 -6.2716 -5.0710
O 0.427 3.343 -0.126 -1.1027 3.3690 3.1322
O -5.448 0.489 -0.278 2.1891 -0.0984 -0.0813
O 1.269 -3.875 0.055 -2.5230 1.9182 1.4865
O -3.995 -0.973 -1.935 -0.0660 3.5889 5.1220
O -1.522 -2.054 0.823 -3.9713 1.7816 -1.0982
O 4.446 -0.894 -0.383 1.1540 1.2180 1.2052
O 2.560 0.387 -0.512 -1.9225 2.0782 -0.8181
N 1.083 -1.787 0.876 -0.2101 3.9619 -1.5003
C -2.901 -3.478 -0.059 -11.2106 -4.4784 -0.2224
C 0.489 -2.917 0.435 5.6648 -4.0176 -3.3669
C -2.938 2.064 0.286 0.3438 3.5258 0.2007
C 2.656 -1.629 0.731 -7.7859 1.0824 2.6043
C -1.717 -4.000 -0.061 1.9688 -2.7416 -2.6541
C -3.901 -1.497 0.899 -5.0693 5.7886 0.9611
C 0.332 4.747 0.796 3.5450 0.6196 -7.8668
C -0.740 2.632 -0.031 -0.5591 4.4168 1.2991
C -2.833 0.979 -0.525 2.3994 0.2387 -0.3100
C 5.163 -0.231 -1.546 -1.0400 -7.8349 1.6296
C 2.849 1.427 0.424 0.8009 -6.3004 3.5391
C -1.992 3.202 0.488 2.6253 -12.8699 -5.6094
C -1.568 0.679 -1.107 -1.8633 -3.9926 0.3740
C -2.939 -2.378 0.608 5.7680 1.5649 1.0089
C -0.908 -3.039 0.144 3.9353 3.8938 4.6134
C 3.007 -0.896 -0.364 3.6564 3.8810 -4.8335
C -0.588 1.409 -0.643 5.9218 0.5609 -2.8484
H 0.560 1.221 -1.176 -3.3774 0.5171 2.0662
H 4.923 -1.136 -2.116 -0.0492 0.9407 -1.9008
H 2.878 -1.327 1.659 1.3222 2.1370 3.1854
H 4.769 0.601 -1.888 -1.7145 4.1255 -1.2953
H 1.415 5.207 0.643 -2.1991 -1.3929 0.6914
H 3.872 1.116 0.722 0.0193 1.7122 -0.0898
H 6.213 -0.404 -1.533 0.8836 0.8329 1.2150
H -2.209 4.005 0.926 -1.4636 6.3537 3.4685
H -4.010 -4.150 -0.187 3.6503 2.2363 -0.0163
H -1.509 -4.922 -0.324 1.3200 -4.2717 -1.5066
H -3.779 -0.634 1.613 0.3375 -1.6659 0.1523
H 2.583 2.289 -0.024 -0.3284 3.0086 -1.0634
H -0.302 5.488 0.214 0.2979 -1.3427 0.8981
H 0.552 -0.852 0.519 1.5631 -2.8179 1.5194
H 3.068 -2.480 0.682 2.5525 -6.8136 -0.6826
H -4.956 -1.938 1.024 1.6227 0.8381 -0.5240
H 2.253 1.159 1.378 0.4621 1.1164 -1.2143
H 0.078 4.564 1.737 -1.1148 -1.1073 3.8086
H 2.644 -1.236 -1.305 -0.3158 -1.5218 -0.7723
H -3.935 2.129 0.586 -1.5373 0.8116 1.1533
H -1.276 -0.309 -1.575 -1.0839 1.4204 0.0116
```
Forces are in eV/Å.

Values from the calculation:
Gap between HOMO and LUMO (eV): 8.28
Lowest unoccupied orbital energy (eV): -0.333
Spin multiplicity: 1
Relative energy (zero: lowest compared OMol25 entry of this formula, charge and spin) (kJ/mol): 1164.6
HOMO energy (eV): -8.62

Atom charges from the Löwdin analysis, given in e for atoms 1 to 5:
1. S 0.8541
2. O -0.1115
3. O -0.3581
4. O 0.0136
5. O -0.4066


This record from the Open Molecules 2025 dataset describes C17H21O4P in the gas phase. The level of theory is ωB97M-V/def2-TZVPD.

XYZ file:
```
43
Properties=species:S:1:pos:R:3:forces:R:3
P 3.486 -2.030 -2.220 0.4452 0.0493 -0.8480
O -2.058 2.416 0.714 -0.6848 -2.7364 -3.9321
O 0.685 1.179 1.224 -0.0507 -3.2536 -7.6384
O -2.714 1.650 3.638 1.1204 -2.7111 -1.0296
O 1.318 -0.332 -4.372 -1.2474 0.7035 8.1033
C -0.828 1.776 5.451 -0.6070 -0.2979 -0.9735
C 0.681 0.667 -0.036 -0.1239 2.4115 5.0801
C -1.808 2.043 -0.718 0.4455 0.0724 -1.5601
C 3.129 -3.592 -1.181 -0.7041 -0.5343 0.8304
C 1.068 -0.167 -3.061 0.3541 -0.0357 -5.2777
C -3.136 0.820 2.499 -0.9993 -0.1430 -1.3938
C -3.296 1.650 1.076 -1.0558 -0.1172 0.9293
C -1.571 0.924 4.226 2.1678 -0.2524 0.3792
C 2.069 -0.786 -1.878 -1.6870 1.8026 4.8331
C 1.692 -4.261 -1.701 0.0472 0.4451 0.6121
C -0.274 0.734 -2.690 -2.7389 1.8326 1.7935
C -2.942 2.573 -1.824 3.6039 -2.6017 -1.7219
C -2.738 2.146 -3.396 2.8313 -1.1834 4.4188
C 5.036 -1.239 -1.414 0.8311 1.0132 1.8364
C 1.878 -0.390 -0.425 -1.1697 0.0678 -4.7406
C -1.417 1.220 -3.761 -0.2948 0.6588 1.8855
C -0.476 1.159 -1.120 -1.5908 0.4351 -2.2017
H 0.851 -3.809 -1.021 1.5225 -0.9219 -1.3464
H -1.377 2.809 5.543 1.0265 -2.1096 0.1281
H 2.587 -0.806 0.409 -1.6591 1.0751 -1.6652
H -0.738 0.776 3.396 -1.8331 0.3592 1.4945
H -2.418 -0.088 2.264 -1.2014 1.9844 0.7001
H 1.428 -3.965 -2.814 0.7598 -0.7963 2.2336
H -0.857 1.122 6.424 0.0413 1.6227 -1.7875
H 1.706 -5.424 -1.536 -0.0464 2.3589 -0.5095
H 4.037 -4.340 -1.352 -1.9120 1.7184 0.2983
H -4.157 2.469 1.129 1.6898 -1.9408 0.0223
H 6.040 -1.601 -1.893 -2.1254 0.4775 0.7110
H 5.047 -0.051 -1.463 -0.2414 -2.5572 -0.1135
H 5.095 -1.496 -0.251 -0.0891 0.5026 -2.3724
H -1.845 -0.179 4.586 0.1472 2.4225 -0.6202
H -1.322 0.899 -4.906 -0.0059 0.7279 2.9293
H -3.851 3.225 -1.462 2.1195 -1.5056 -0.7363
H -3.557 2.492 -4.159 2.0456 -0.9207 1.4491
H 0.278 1.991 5.130 -2.1508 -0.4819 0.7259
H -4.210 0.347 2.709 2.1744 1.0572 -0.3601
H 3.035 -3.354 -0.021 0.2932 -0.6296 -2.3378
H -3.557 0.822 0.258 0.5522 1.9322 1.7725
```
Forces are in eV/Å.

Values from the calculation:
Gap between HOMO and LUMO (eV): 6.65
Lowest unoccupied orbital energy (eV): -1.991
Spin multiplicity: 1
Relative energy (zero: lowest compared OMol25 entry of this formula, charge and spin) (kJ/mol): 1300.8
HOMO energy (eV): -8.64

Atom charges from the Löwdin analysis, given in e for atoms 1 to 5:
1. P 0.8659
2. O -0.1562
3. O -0.0611
4. O -0.1909
5. O -0.0593


This record from the Open Molecules 2025 dataset describes C17H22CdCl2N3O5S3 as an isolated structure. The level of theory is ωB97M-V/def2-TZVPD.

XYZ file:
```
53
Properties=species:S:1:pos:R:3:forces:R:3
Cd -0.045 -3.111 -3.537 -0.0608 -0.0958 0.0062
Cl -2.599 -1.649 -2.267 -0.0073 -0.0289 0.0117
Cl -2.846 -3.248 3.983 -0.0012 -0.0013 -0.0003
S 0.636 -5.275 -4.545 0.0160 -0.0566 0.0073
S 1.042 -2.535 -5.686 -0.0003 0.0461 -0.0117
S 2.146 -4.916 -7.084 0.0014 -0.0042 -0.0070
O -3.872 -1.500 -2.885 0.0209 -0.0035 0.0033
O -2.678 -1.332 -0.858 -0.0142 0.0097 -0.0126
O -2.136 -3.042 -2.400 0.0716 0.0634 -0.0159
O 2.760 1.616 0.847 0.0016 -0.0020 -0.0024
O -1.598 -0.816 -2.899 -0.0292 0.0523 0.0202
N 1.421 -0.993 -0.012 -0.0219 0.0094 -0.0051
N 2.637 -1.231 -0.554 0.0044 -0.0117 0.0149
N 1.036 -2.333 -1.665 0.0170 0.0458 -0.0146
C 0.725 1.976 -0.477 0.0118 0.0054 -0.0048
C 1.499 1.468 -1.710 -0.0158 -0.0115 0.0043
C -1.292 -1.075 4.398 0.0035 0.0012 0.0017
C 1.192 -0.095 1.101 -0.0043 0.0034 0.0063
C -0.803 0.177 4.066 -0.0080 0.0000 -0.0035
C 1.306 -4.269 -5.818 0.0032 0.0059 -0.0053
C 0.820 3.510 -0.475 0.0001 -0.0104 -0.0099
C -2.220 0.241 2.143 -0.0013 0.0103 -0.0026
C -2.242 -1.668 3.580 -0.0021 0.0005 -0.0017
C 1.340 1.417 0.854 -0.0132 -0.0109 0.0078
C -0.749 1.605 -0.683 -0.0056 -0.0004 0.0017
C 2.360 -2.035 -1.551 -0.0075 0.0002 0.0063
C -2.714 -1.020 2.452 0.0005 -0.0084 0.0032
C -0.632 2.178 2.558 0.0104 -0.0007 0.0005
C 0.851 2.118 2.150 0.0085 0.0007 -0.0035
C 0.481 -1.662 -0.675 0.0031 -0.0286 0.0118
C -1.248 0.850 2.930 0.0044 -0.0010 0.0067
H 1.281 2.125 -2.554 -0.0051 0.0021 0.0062
H 0.259 3.962 0.344 -0.0003 0.0004 -0.0011
H -2.583 0.731 1.249 -0.0029 -0.0034 0.0066
H 0.398 3.887 -1.408 0.0018 0.0020 -0.0004
H 1.230 3.141 2.109 -0.0036 0.0019 0.0016
H -0.941 -1.596 5.279 0.0006 0.0016 -0.0002
H -1.424 2.227 -0.098 -0.0020 -0.0042 -0.0027
H 3.109 -2.424 -2.221 -0.0008 0.0018 -0.0002
H -0.052 0.635 4.700 -0.0003 -0.0001 0.0010
H 1.851 3.876 -0.430 -0.0010 -0.0024 0.0029
H 1.410 1.641 2.962 0.0011 0.0030 -0.0027
H 1.179 0.471 -2.010 0.0106 0.0027 -0.0038
H 0.190 -0.321 1.454 0.0120 -0.0020 -0.0106
H -0.569 -1.640 -0.424 0.0065 0.0074 0.0012
H 2.575 1.450 -1.550 0.0034 0.0010 -0.0018
H 1.898 -0.351 1.892 -0.0005 -0.0028 0.0009
H -0.678 2.832 3.434 -0.0032 -0.0013 0.0002
H -3.438 -1.496 1.806 -0.0011 0.0014 -0.0020
H -1.008 1.747 -1.733 -0.0014 0.0077 -0.0024
H -1.232 2.662 1.791 -0.0043 0.0025 0.0043
H -0.969 0.562 -0.462 0.0036 -0.0027 -0.0085
H 2.938 2.526 0.587 0.0011 0.0050 -0.0012
```
Forces are in eV/Å.

Values from the calculation:
Total charge: -1
Gap between HOMO and LUMO (eV): 6.23
Lowest unoccupied orbital energy (eV): 2.006
Spin multiplicity: 1
Relative energy (zero: lowest compared OMol25 entry of this formula, charge and spin) (kJ/mol): 0.0
HOMO energy (eV): -4.22

Atom charges from the Löwdin analysis, given in e for atoms 1 to 5:
1. Cd 1.0502
2. Cl 0.6466
3. Cl 0.6562
4. S 0.2123
5. S 0.2118


This record from the Open Molecules 2025 dataset describes C17H22Cl2N3S2Tc as an isolated structure. The level of theory is ωB97M-V/def2-TZVPD.

XYZ file:
```
47
Properties=species:S:1:pos:R:3:forces:R:3
Tc -0.122 0.108 -0.343 0.1903 -0.2894 0.2846
Cl 1.627 -4.390 -2.893 -0.0796 -0.0070 0.0462
Cl -1.757 -1.562 0.289 0.1832 -0.3295 -0.0502
S 2.985 -0.771 0.285 -0.2827 0.1389 0.0226
S 0.750 -1.641 -1.680 -0.1527 0.0045 -0.3590
N -1.730 1.489 -0.326 0.1069 -0.2891 -0.0847
N 1.179 1.751 -0.777 -0.1695 0.1872 0.0736
N 0.405 0.599 1.625 -0.0188 0.3581 0.3044
C 2.613 -0.618 2.049 0.0648 -0.0895 0.0702
C -0.103 -3.057 -1.288 -0.0519 -0.1623 -0.0735
C -2.052 1.963 -1.542 -0.0878 0.1179 -0.2078
C -1.213 -3.109 -0.422 -0.3496 0.2416 0.1849
C -3.174 2.736 -1.770 0.0925 -0.0414 0.0297
C 1.092 1.945 1.726 0.0588 -0.1698 -0.1018
C -0.440 -5.476 -1.595 0.1049 0.0670 -0.0411
C -1.936 -4.227 -0.138 0.2582 0.1416 -0.1378
C 1.050 2.684 0.395 -0.0622 0.0814 0.0029
C -4.002 3.037 -0.698 0.0360 -0.0358 0.0412
C 2.571 1.526 -1.267 0.0728 0.0115 0.0093
C 0.283 -4.312 -1.869 0.0221 -0.1191 -0.0570
C -3.679 2.543 0.561 0.0863 -0.0387 -0.0239
C 3.500 0.892 -0.252 0.1742 -0.0669 -0.0090
C -2.545 1.768 0.704 -0.1330 0.1227 0.1619
C 1.139 -0.480 2.386 -0.1269 -0.0164 -0.0157
C -1.522 -5.438 -0.747 -0.0025 0.0659 0.0200
H 2.112 1.765 2.045 -0.0192 0.0426 -0.0086
H 3.685 1.523 0.616 -0.0375 -0.0071 0.0064
H 2.489 0.900 -2.157 0.0501 0.0209 0.0189
H 2.955 -1.553 2.498 0.0012 0.0158 -0.0046
H -0.131 -6.405 -2.053 0.0166 -0.0046 -0.0132
H 3.238 0.156 2.492 -0.0004 0.0367 -0.0490
H -0.482 0.668 2.121 0.0520 0.1363 0.0108
H -2.282 1.359 1.670 -0.0758 -0.0094 0.0385
H 0.089 3.184 0.283 0.0464 0.0394 0.0051
H -3.389 3.088 -2.769 0.0013 0.0073 -0.0246
H 0.612 -1.414 2.181 0.0464 0.0167 0.0200
H 1.821 3.456 0.357 0.0285 -0.0486 0.0221
H -2.797 -4.207 0.514 -0.0291 0.0330 0.0249
H 1.020 -0.263 3.452 0.0434 -0.0393 -0.0226
H -4.300 2.746 1.421 -0.0073 -0.0048 0.0218
H -4.889 3.641 -0.839 -0.0262 0.0215 -0.0071
H 0.616 2.536 2.509 -0.0051 0.0214 -0.0528
H 2.992 2.488 -1.575 -0.0245 -0.0452 0.0146
H 0.726 2.257 -1.540 0.0358 -0.0758 -0.0586
H -2.076 -6.343 -0.537 -0.0105 -0.0300 -0.0019
H 4.468 0.758 -0.739 -0.0164 0.0041 0.0275
H -1.393 1.697 -2.363 -0.0035 -0.0141 -0.0576
```
Forces are in eV/Å.

Values from the calculation:
Total charge: +3
Gap between HOMO and LUMO (alpha / beta) (eV): 7.09 / 5.56
Lowest unoccupied orbital energy (alpha / beta) (eV): -10.582 / -12.473
<S²>: 3.78
Spin multiplicity: 4
Relative energy (zero: lowest compared OMol25 entry of this formula, charge and spin) (kJ/mol): 164.0
HOMO energy (alpha / beta) (eV): -17.67 / -18.03

Atom charges from the Löwdin analysis, given in e for atoms 1 to 5:
1. Tc 1.0519
2. Cl 0.8578
3. Cl 0.7763
4. S 0.9409
5. S 0.7214


The highest relative energy (zero: lowest compared OMol25 entry of this formula, charge and spin) belongs to which entry? C17H21O4P